<1>
{
  "formula": "C6H40N2O12",
  "method": "the ωB97M-V functional and the def2-TZVPD basis",
  "spin_multiplicity": 1,
  "species": ["N", "C", "C", "N", "C", "C", "C", "C", "H", "H", "H", "H", "H", "H", "H", "H", "H", "H", "H", "H", "H", "H", "H", "H", "H", "H", "O", "H", "H", "O", "H", "H", "O", "H", "H", "O", "H", "H", "O", "H", "H", "O", "H", "H", "O", "H", "H", "O", "H", "H", "O", "H", "H", "O", "H", "H", "O", "H", "H", "O"],
  "positions_angstrom": [[2.824, 2.907, 0.626], [2.462, 2.577, -0.719], [0.959, 2.725, -0.964], [0.421, 1.774, -1.988], [1.415, 1.383, -3.040], [-1.796, 1.254, -1.229], [-0.490, 0.643, -1.685], [0.109, -0.378, -0.706], [2.090, 3.212, 1.234], [3.585, 3.570, 0.688], [2.651, 1.561, -1.039], [2.916, 3.246, -1.514], [0.624, 3.708, -1.236], [0.418, 2.607, -0.045], [2.146, 2.116, -3.361], [1.928, 0.474, -2.708], [0.793, 1.204, -3.971], [-2.049, 2.052, -1.894], [-1.905, 1.577, -0.155], [-2.593, 0.516, -1.274], [-0.581, 0.242, -2.702], [1.003, -0.875, -1.158], [-0.523, -1.228, -0.459], [0.303, 0.119, 0.243], [2.182, -2.893, 0.478], [1.585, -3.714, -0.487], [1.458, -3.598, 0.468], [0.891, -4.400, 2.371], [-0.558, -4.669, 1.919], [0.055, -4.786, 2.700], [0.960, 0.334, 3.876], [0.846, 1.920, 3.753], [1.430, 1.167, 3.832], [3.408, -1.090, 0.976], [4.032, -2.407, 1.518], [3.587, -2.027, 0.760], [-0.496, -2.857, 2.833], [0.010, -2.245, 1.642], [-0.845, -2.345, 2.092], [-2.751, -0.945, 1.707], [-3.940, -0.815, 0.691], [-3.373, -0.329, 1.299], [-0.764, 3.818, 1.683], [-1.018, 2.248, 1.903], [-0.387, 2.968, 1.973], [-2.532, -1.940, -3.049], [-2.031, -3.271, -3.603], [-1.894, -2.666, -2.866], [3.242, 1.235, 1.214], [2.569, 0.443, 2.281], [3.406, 0.422, 1.775], [-2.335, -0.171, -4.061], [-3.802, -0.499, -3.647], [-3.093, -0.683, -4.324], [-4.713, -1.333, -1.295], [-3.421, -0.449, -1.318], [-4.054, -0.974, -1.910], [-1.306, -0.853, 3.588], [-1.884, 0.527, 4.111], [-1.175, -0.110, 4.178]],
  "lowdin_charge": [0.011, -0.260, -0.176, -0.190, -0.087, -0.035, -0.399, -0.031, 0.066, 0.097, 0.088, 0.130, 0.107, 0.062, 0.076, 0.072, 0.099, 0.087, 0.087, 0.018, 0.118, 0.088, 0.064, 0.076, 0.008, 0.057, -0.103, 0.021, 0.068, -0.096, 0.015, 0.017, -0.049, -0.001, 0.061, -0.063, 0.029, 0.025, -0.069, 0.015, 0.021, -0.043, 0.073, 0.032, -0.055, -0.025, 0.034, -0.093, 0.016, 0.019, -0.093, 0.017, 0.045, -0.074, 0.072, 0.032, -0.082, -0.005, 0.043, -0.037]
}

<2>
{
  "formula": "C6H40N2O12",
  "method": "the ωB97M-V functional and the def2-TZVPD basis",
  "spin_multiplicity": 1,
  "species": ["C", "N", "C", "C", "C", "C", "N", "C", "H", "H", "H", "H", "H", "H", "H", "H", "H", "H", "H", "H", "H", "H", "H", "H", "H", "H", "O", "H", "H", "O", "H", "H", "O", "H", "H", "O", "H", "H", "O", "H", "H", "O", "H", "H", "O", "H", "H", "O", "H", "H", "O", "H", "H", "O", "H", "H", "O", "H", "H", "O"],
  "positions_angstrom": [[-2.467, -1.803, -0.200], [-1.773, -1.508, 1.050], [0.158, 1.085, 2.942], [-0.426, -0.262, 2.646], [-0.749, -0.445, 1.125], [0.529, -0.546, 0.296], [0.313, -0.606, -1.167], [1.434, -1.226, -1.896], [-3.331, -1.123, -0.346], [-1.789, -1.629, -1.055], [-2.735, -2.853, -0.288], [-1.367, -2.330, 1.479], [1.247, 1.154, 2.803], [-0.404, 1.914, 2.526], [0.186, 1.309, 4.037], [0.177, -1.104, 3.021], [-1.384, -0.509, 3.085], [-1.299, 0.511, 0.897], [1.043, -1.460, 0.506], [1.172, 0.291, 0.573], [0.056, 0.301, -1.532], [2.435, -0.880, -1.673], [1.300, -1.047, -2.972], [1.584, -2.229, -1.536], [1.215, 2.167, -1.968], [2.137, 3.289, -1.689], [2.159, 2.328, -1.873], [-0.710, -3.895, -0.620], [0.681, -4.305, -0.189], [0.069, -4.351, -0.952], [3.099, 2.466, 1.392], [2.410, 3.719, 1.864], [3.233, 3.225, 1.989], [-2.150, 3.708, -0.293], [-1.783, 2.393, -1.007], [-1.734, 3.357, -1.093], [1.053, 3.917, 0.369], [-0.169, 3.871, -0.705], [0.768, 4.118, -0.536], [-1.475, -1.554, -3.494], [-1.041, -2.924, -3.288], [-1.609, -2.416, -3.898], [-3.539, 0.271, -2.254], [-2.094, 0.491, -2.067], [-2.946, 0.877, -1.792], [1.345, -4.134, 2.251], [1.638, -2.890, 1.398], [1.048, -3.673, 1.455], [3.010, 1.442, -0.675], [4.015, 0.340, -0.297], [3.367, 0.936, 0.091], [-3.385, -0.814, 2.384], [-3.588, 0.616, 1.854], [-3.890, 0.002, 2.535], [2.310, -1.022, 3.064], [2.696, -0.637, 1.720], [2.590, -1.448, 2.245], [-0.176, 1.935, -3.730], [-1.624, 2.050, -3.365], [-0.838, 1.539, -3.150]],
  "lowdin_charge": [-0.119, -0.089, -0.101, -0.218, -0.316, -0.180, -0.082, -0.103, 0.071, 0.039, 0.083, 0.101, 0.059, 0.073, 0.091, 0.104, 0.090, 0.138, 0.070, 0.089, 0.049, 0.051, 0.092, 0.062, 0.014, 0.058, -0.060, -0.002, -0.002, -0.077, -0.009, 0.016, -0.057, 0.080, 0.018, -0.043, 0.031, -0.004, -0.070, -0.003, 0.036, -0.059, 0.069, 0.005, -0.068, 0.070, 0.018, -0.066, 0.005, 0.058, -0.079, 0.009, 0.021, -0.073, 0.055, 0.028, -0.050, 0.075, 0.060, -0.056]
}

Verdict on stability: <2> comes out on top.

<1>
{
  "formula": "C6H7O",
  "method": "the ωB97M-V functional and the def2-TZVPD basis",
  "total_charge": 1,
  "spin_multiplicity": 1,
  "species": ["C", "C", "C", "C", "C", "C", "O", "H", "H", "H", "H", "H", "H", "H"],
  "positions_angstrom": [[0.303, -1.620, 0.239], [-1.060, -1.858, 0.025], [1.168, -0.606, 0.202], [-2.513, 0.048, 0.003], [-2.837, 1.281, -0.018], [2.060, 0.425, -0.201], [-2.060, -1.084, -0.178], [0.747, -2.553, 0.670], [-1.487, -2.890, 0.061], [-2.690, 1.970, -0.797], [-3.623, 1.615, 0.598], [2.873, 0.547, 0.438], [1.462, 1.254, -0.218], [2.509, 0.389, -1.108]],
  "lowdin_charge": [-0.058, -0.091, 0.137, 0.005, 0.127, -0.029, 0.150, 0.160, 0.166, 0.089, 0.090, 0.089, 0.086, 0.079]
}

<2>
{
  "formula": "C6H7O",
  "method": "the ωB97M-V functional and the def2-TZVPD basis",
  "total_charge": 1,
  "spin_multiplicity": 1,
  "species": ["C", "C", "C", "C", "C", "C", "O", "H", "H", "H", "H", "H", "H", "H"],
  "positions_angstrom": [[-0.131, 1.499, 0.494], [0.091, 1.039, -0.789], [-0.180, 0.388, 1.392], [0.074, -0.357, -0.727], [-0.338, 0.356, 2.742], [0.185, -1.379, -1.731], [-0.120, -0.761, 0.709], [-0.286, 2.529, 0.906], [0.191, 1.660, -1.683], [-0.590, -0.449, 3.388], [-0.177, 1.357, 3.327], [0.430, -2.374, -1.346], [0.820, -0.841, -2.499], [-0.754, -1.706, -2.421]],
  "lowdin_charge": [0.093, 0.038, -0.358, -0.113, 0.260, 0.014, 0.088, 0.165, 0.152, 0.091, 0.147, 0.109, 0.131, 0.182]
}

Verdict on stability: <2> comes out on top.